(1)
Formula: C27H33ClF8N3O26Si
Source: the Open Molecules 2025 dataset
Level of theory: ωB97M-V/def2-TZVPD

Summary:
Orbital gap ... 6.385 eV
LUMO level ... 1.7617 eV
Highest occupied orbital energy ... -4.6 eV

Geometry as ORCA input:
```
! RIJCOSX wB97M-V def2-TZVPD def2/J DEFGRID3
* xyz -1 1
N 1.12 -3.00 -2.83
C 0.84 -1.89 -1.86
N -0.62 -1.53 -2.07
N 1.58 -0.63 -2.22
C 1.00 -2.30 -0.32
Si 2.79 -2.63 0.27
Cl 4.00 -3.71 -1.10
C 3.69 -1.03 0.82
O 4.97 -1.04 1.01
O 2.97 0.13 1.05
H 0.74 -3.87 -2.45
H 2.11 -3.06 -3.07
H -1.13 -2.23 -1.51
H -0.81 -0.62 -1.63
H 2.54 -0.88 -2.49
H 1.09 -0.13 -2.97
H 0.31 -3.18 -0.10
H 0.61 -1.41 0.31
H 2.68 -3.47 1.48
C 2.55 2.56 3.38
C 3.14 3.92 3.20
O 2.00 4.74 3.02
C 1.00 4.14 3.72
O -0.03 4.67 4.02
O 1.32 2.85 4.04
F 3.89 3.98 2.07
H 2.35 2.05 2.44
H 3.18 1.92 4.00
H 3.72 4.28 4.05
C 6.23 -4.89 3.71
C 5.37 -3.95 2.93
O 4.13 -4.02 3.60
C 4.43 -4.30 4.90
O 3.67 -4.17 5.81
O 5.71 -4.75 5.03
F 5.20 -4.40 1.66
H 6.13 -5.93 3.39
H 7.29 -4.61 3.68
H 5.73 -2.92 2.91
C 1.39 -6.85 3.19
C -0.08 -6.65 2.97
O -0.15 -6.15 1.66
C 0.92 -6.68 1.01
O 1.05 -6.69 -0.18
O 1.84 -7.19 1.88
F -0.57 -5.71 3.82
H 1.89 -5.94 3.52
H 1.60 -7.65 3.89
H -0.68 -7.57 3.05
C -0.18 -1.23 4.46
C -1.58 -1.42 3.95
O -1.38 -1.84 2.62
C -0.18 -2.50 2.62
O 0.19 -3.22 1.75
O 0.54 -2.23 3.75
F -2.25 -0.24 3.93
H 0.23 -0.25 4.23
H -0.11 -1.39 5.54
H -2.16 -2.17 4.49
C -5.30 0.15 -3.05
C -4.21 -0.22 -4.00
O -3.09 -0.40 -3.16
C -3.60 -0.80 -1.96
O -2.95 -1.30 -1.09
O -4.94 -0.57 -1.88
F -3.94 0.80 -4.86
H -5.31 1.22 -2.82
H -6.28 -0.15 -3.41
H -4.40 -1.14 -4.57
C -0.20 1.59 -7.55
C -1.12 0.88 -6.60
O -0.23 0.24 -5.71
C 0.88 1.01 -5.69
O 1.74 0.94 -4.85
O 0.91 1.90 -6.72
F -1.85 -0.06 -7.24
H 0.13 0.94 -8.37
H -0.65 2.49 -7.97
H -1.78 1.55 -6.04
C -3.67 3.07 0.01
C -4.43 4.29 0.41
O -5.40 4.42 -0.61
C -5.64 3.15 -1.05
O -6.59 2.84 -1.72
O -4.67 2.29 -0.64
F -3.64 5.39 0.40
H -2.87 3.29 -0.71
H -3.24 2.54 0.86
H -4.93 4.20 1.38
C -0.99 8.28 -0.78
C -2.46 8.48 -0.99
O -2.53 9.01 -2.30
C -1.45 8.48 -2.95
O -1.33 8.48 -4.14
O -0.54 7.96 -2.09
F -2.95 9.41 -0.13
H -0.48 9.18 -0.43
H -0.78 7.46 -0.08
H -3.05 7.57 -0.92
*
```

(2)
Formula: C27H33CoFN5O3SSb
Source: the Open Molecules 2025 dataset
Level of theory: ωB97M-V/def2-TZVPD

Summary:
Orbital gap (spin up / spin down) ... 7.467 / 5.731 eV
LUMO level (spin up / spin down) ... -3.1553 / -5.1235 eV
Expectation value of S² ... 6.04
Highest occupied orbital energy (spin up / spin down) ... -10.6 / -10.9 eV

Geometry as ORCA input:
```
! RIJCOSX wB97M-V def2-TZVPD def2/J DEFGRID3
* xyz 1 5
Co -1.51 0.61 -0.07
C -2.24 -4.63 1.88
C -3.15 -3.75 2.74
N -2.48 -2.40 2.94
C -2.53 -1.38 2.12
S -1.46 -0.10 2.25
N -3.54 -1.51 1.08
N -3.43 -0.52 0.28
C -4.26 -0.53 -0.78
C -5.24 -1.62 -1.07
C -3.99 0.53 -1.76
C -4.87 0.83 -2.78
C -4.49 1.70 -3.78
C -3.22 2.28 -3.74
C -2.43 2.00 -2.61
N -2.82 1.15 -1.66
H -2.65 -5.64 1.82
H -1.21 -4.73 2.27
H -2.22 -4.29 0.84
H -3.24 -4.14 3.74
H -4.14 -3.64 2.32
H -1.75 -2.36 3.63
H -4.65 -2.46 -1.47
H -5.92 -1.23 -1.85
H -5.79 -1.96 -0.17
H -5.84 0.37 -2.87
H -5.22 1.88 -4.60
H -2.83 2.93 -4.52
H -1.43 2.37 -2.52
C 4.40 -3.81 -1.13
C 4.65 -2.62 -0.23
C 5.95 -1.93 -0.58
C 6.25 -0.85 0.47
C 5.10 0.12 0.57
C 5.33 1.40 0.93
C 4.25 2.31 0.95
F 4.45 3.59 1.26
C 2.99 1.93 0.63
C 2.71 0.59 0.28
C 1.37 0.19 -0.06
O 0.47 1.10 -0.01
C 1.18 -1.13 -0.47
C 2.28 -1.95 -0.56
N 3.54 -1.63 -0.24
C 3.79 -0.31 0.22
C -0.09 -1.83 -0.88
O -0.01 -3.05 -1.04
O -1.16 -1.16 -1.00
H 5.26 -4.44 -1.14
H 4.17 -3.48 -2.14
H 3.57 -4.45 -0.80
H 4.73 -3.03 0.76
H 5.87 -1.48 -1.59
H 6.75 -2.66 -0.59
H 7.16 -0.31 0.22
H 6.42 -1.35 1.46
H 6.32 1.77 1.14
H 2.17 2.61 0.69
H 2.09 -2.94 -0.88
C -2.67 5.23 0.91
Sb -1.41 3.53 0.64
C -0.05 4.60 -0.64
C -0.37 3.66 2.53
H -2.11 6.16 0.93
H -3.28 5.11 1.81
H -3.41 5.38 0.10
H 0.54 5.37 -0.17
H -0.64 5.07 -1.43
H 0.62 3.89 -1.11
H -0.15 4.71 2.76
H 0.52 3.08 2.50
H -0.99 3.27 3.29
*
```

(3)
Formula: C27H33F6MgN5PTe
Source: the Open Molecules 2025 dataset
Level of theory: ωB97M-V/def2-TZVPD

Summary:
Orbital gap (spin up / spin down) ... 8.281 / 6.521 eV
LUMO level (spin up / spin down) ... -5.6666 / -8.0069 eV
Expectation value of S² ... 0.76
Highest occupied orbital energy (spin up / spin down) ... -13.9 / -14.5 eV

Geometry as ORCA input:
```
! RIJCOSX wB97M-V def2-TZVPD def2/J DEFGRID3
* xyz 2 2
Mg 0.07 2.27 -0.67
C -2.90 3.24 2.44
C -1.67 2.88 1.67
N -1.35 3.35 0.54
C -1.99 4.38 -0.24
C -0.86 5.23 -0.89
N 0.42 4.47 -1.06
C 1.12 4.68 -2.34
C 0.66 3.65 -3.36
N 0.72 2.28 -2.82
C 2.02 1.57 -2.93
C 2.93 1.69 -1.70
N 2.13 1.51 -0.50
C 2.55 1.11 0.63
C 3.96 0.77 0.98
C 1.49 1.07 1.71
C 1.56 0.40 2.92
C 0.46 0.49 3.78
C -0.65 1.25 3.43
C -0.63 1.91 2.21
N 0.41 1.78 1.40
H -3.78 2.95 1.87
H -2.94 4.32 2.60
H -2.94 2.76 3.42
H -2.66 5.03 0.32
H -2.57 3.88 -1.01
H -0.66 6.10 -0.27
H -1.19 5.60 -1.86
H 1.03 4.76 -0.31
H 2.19 4.56 -2.15
H 0.98 5.69 -2.73
H 1.25 3.75 -4.28
H -0.38 3.84 -3.62
H 0.04 1.72 -3.32
H 2.56 1.90 -3.82
H 1.77 0.52 -3.07
H 3.40 2.68 -1.65
H 3.73 0.96 -1.79
H 4.45 1.66 1.39
H 4.54 0.45 0.11
H 4.02 -0.01 1.74
H 2.43 -0.17 3.21
H 0.48 -0.02 4.73
H -1.49 1.34 4.11
Te 0.35 -2.98 -0.01
C 1.14 -4.88 -0.19
C 1.03 -5.76 0.89
C 1.65 -7.00 0.80
C 2.35 -7.34 -0.35
C 2.44 -6.46 -1.42
C 1.84 -5.21 -1.34
C -1.44 -3.50 0.85
C -2.00 -2.69 1.83
C -3.26 -3.00 2.32
C -3.95 -4.09 1.81
C -3.39 -4.89 0.83
C -2.13 -4.61 0.34
H 0.46 -5.51 1.77
H 1.58 -7.69 1.62
H 2.82 -8.32 -0.42
H 2.97 -6.75 -2.32
H 1.91 -4.53 -2.18
H -1.47 -1.82 2.21
H -3.71 -2.38 3.09
H -4.94 -4.32 2.19
H -3.94 -5.74 0.44
H -1.68 -5.24 -0.42
F -0.37 0.32 -1.05
P -1.98 0.03 -1.62
F -1.39 0.21 -3.11
F -1.63 -1.53 -1.67
F -2.40 -0.10 -0.08
F -2.12 1.66 -1.52
F -3.44 -0.15 -2.13
*
```